(1)
A 2-piece molecular cluster, C7H12BN overall, computed with ωB97M-V with the def2-TZVPD basis set.

Properties
Highest occupied orbital energy (alpha / beta), eV: -7.321 / -8.668
Total charge: 0
Energy above the lowest of the compared OMol25 structures with the same formula, charge and spin, eV: 3.957
Gap between HOMO and LUMO (alpha / beta), eV: 7.644 / 8.765

Last column: Löwdin charge in e.
Geometry (Å):
B -0.274 0.364 0.217  -0.05
C 3.100 -0.843 0.064  -0.08
C 3.300 0.558 -0.094  -0.08
C 1.771 -1.039 0.238  -0.10
C 2.084 1.149 -0.016  -0.09
C -1.952 -3.031 -0.066  0.08
C -2.621 1.539 -0.015  -0.14
C -1.092 1.671 -0.043  -0.22
N 1.109 0.177 0.183  -0.04
H 3.854 -1.606 0.049  0.10
H 4.238 1.054 -0.248  0.10
H 1.212 -1.943 0.381  0.10
H 1.807 2.182 -0.087  0.12
H -2.234 -3.044 0.964  -0.03
H -1.054 -3.519 -0.370  -0.03
H -2.638 -2.673 -0.800  -0.03
H -2.951 0.758 -0.695  0.06
H -2.958 1.276 0.985  0.07
H -3.097 2.473 -0.305  0.07
H -0.799 2.060 -1.026  0.10
H -0.805 2.437 0.686  0.10

***

(2)
The molecule C13H14N2O4 in a non-equilibrium geometry, computed with ωB97M-V with the def2-TZVPD basis set.

Properties
Highest occupied orbital energy, eV: -9.630
SMILES: O=C(C#Cc1ccc([N+](=O)[O-])o1)NC1CCCCC1
Total charge: 0
Energy above the lowest of the compared OMol25 structures with the same formula, charge and spin, eV: 5.591
Gap between HOMO and LUMO, eV: 8.434

Last column: Löwdin charge in e.
Geometry (Å):
O 0.889 -0.846 2.357  0.04
O -3.081 6.261 0.614  0.11
O -5.036 6.221 1.583  0.08
C -0.472 0.855 1.554  0.12
C -1.428 1.591 1.649  0.11
O -2.481 3.777 1.368  0.14
C 0.605 -0.080 1.407  -0.45
C -2.504 2.506 1.859  -0.25
C -3.698 2.273 2.456  0.04
C -4.435 3.524 2.361  0.07
C -3.648 4.371 1.640  -0.22
N 1.247 -0.275 0.176  0.09
N -3.954 5.698 1.262  -0.32
C 2.051 -3.157 -2.679  -0.20
C 0.864 -3.050 -1.695  -0.19
C 3.314 -2.414 -2.193  -0.21
C 1.358 -2.752 -0.262  -0.15
C 2.953 -1.123 -1.453  -0.14
C 2.118 -1.426 -0.150  -0.29
H -3.995 1.340 2.905  0.12
H -5.397 3.719 2.767  0.12
H 0.942 0.369 -0.588  0.15
H 2.276 -4.217 -2.850  0.11
H 1.715 -2.718 -3.633  0.11
H 0.181 -2.290 -2.002  0.09
H 0.274 -3.978 -1.701  0.11
H 3.841 -3.081 -1.536  0.10
H 3.929 -2.204 -3.057  0.10
H 1.980 -3.568 0.038  0.11
H 0.509 -2.730 0.455  0.12
H 2.354 -0.517 -2.165  0.12
H 3.870 -0.547 -1.193  0.12
H 2.860 -1.533 0.703  0.16

***

(3)
C30H42GdN8O7S2 as an isolated structure in a non-equilibrium geometry, computed with ωB97M-V with the def2-TZVPD basis set.

Properties
Highest occupied orbital energy (alpha / beta), eV: -16.314 / -16.242
Total charge: +3
Energy above the lowest of the compared OMol25 structures with the same formula, charge and spin, eV: 0.351
Gap between HOMO and LUMO (alpha / beta), eV: 8.981 / 4.395
Spin multiplicity: 8

Last column: Löwdin charge in e.
Geometry (Å):
Gd 16.273 11.200 12.666  1.62
C 19.266 15.158 13.037  0.04
O 18.424 14.953 11.847  0.03
C 17.479 14.051 11.978  -0.57
O 17.433 13.215 12.858  -0.08
N 16.568 14.087 10.961  0.04
N 15.604 13.072 10.857  0.00
H 19.899 16.027 12.725  0.13
H 19.866 14.282 13.156  0.09
H 18.657 15.321 13.937  0.11
H 16.617 14.780 10.238  0.17
H 15.830 12.480 10.016  0.11
H 14.691 13.470 10.741  0.11
N 16.536 11.506 15.125  -0.01
C 17.120 10.427 16.001  -0.28
C 18.510 10.317 16.198  -0.06
C 19.011 9.322 17.032  -0.05
C 18.217 8.372 17.688  -0.01
C 16.849 8.492 17.431  -0.05
C 16.324 9.479 16.648  -0.05
H 17.122 12.323 15.351  0.11
H 15.633 11.673 15.550  0.08
H 19.145 11.015 15.652  0.12
H 20.090 9.411 17.081  0.12
H 18.591 7.682 18.434  0.13
H 16.161 7.834 17.961  0.13
H 15.232 9.572 16.561  0.12
O 17.557 10.965 10.831  -0.73
S 18.857 10.211 10.432  1.10
C 18.280 8.760 9.500  -0.38
C 17.343 8.912 8.476  -0.08
C 16.995 7.807 7.705  -0.03
C 17.640 6.559 7.916  -0.01
C 18.550 6.461 8.944  -0.05
C 18.886 7.530 9.761  -0.08
C 19.541 11.207 9.093  -0.39
C 18.982 12.436 8.775  -0.08
C 19.622 13.188 7.794  -0.05
C 20.787 12.764 7.148  -0.03
C 21.415 11.602 7.609  -0.02
C 20.732 10.801 8.551  -0.07
H 16.906 9.859 8.148  0.12
H 16.170 7.868 7.018  0.11
H 17.422 5.795 7.263  0.10
H 19.036 5.514 9.085  0.12
H 19.614 7.382 10.546  0.12
H 18.092 12.809 9.275  0.08
H 19.173 14.107 7.403  0.12
H 21.187 13.350 6.340  0.12
H 22.355 11.208 7.232  0.12
H 21.187 9.862 8.929  0.13
C 10.815 7.308 18.858  -0.11
C 9.986 7.992 17.762  -0.27
S 11.028 8.806 16.537  0.72
O 11.285 10.192 16.894  -0.31
O 12.243 8.035 16.178  -0.33
C 10.026 8.903 15.053  -0.20
C 10.623 9.909 14.076  -0.08
N 12.095 9.760 13.867  0.07
C 13.005 10.644 14.184  -0.35
N 14.256 10.180 14.023  0.01
C 14.093 8.862 13.740  -0.10
C 12.773 8.604 13.559  -0.18
N 12.184 7.443 12.950  -0.30
O 12.943 6.536 12.752  0.13
O 11.008 7.465 12.537  0.08
C 12.662 12.032 14.455  0.03
H 10.134 6.985 19.682  0.10
H 11.361 8.078 19.457  0.09
H 11.499 6.455 18.605  0.10
H 9.474 8.897 18.086  0.10
H 9.194 7.397 17.332  0.11
H 9.082 9.286 15.351  0.11
H 9.812 7.917 14.672  0.11
H 10.434 10.888 14.480  0.11
H 10.170 9.819 13.112  0.13
H 14.846 8.104 13.549  0.13
H 11.770 12.091 15.077  0.09
H 12.417 12.565 13.576  0.09
H 13.390 12.639 14.984  0.09
N 17.652 9.081 13.278  0.02
H 17.184 8.716 14.088  0.03
H 18.597 9.215 13.645  0.07
H 17.729 8.338 12.559  0.07
C 13.038 8.810 9.393  0.00
C 13.967 9.335 10.365  -0.18
N 14.724 9.822 11.068  0.12
H 12.948 9.608 8.635  0.11
H 12.030 8.615 9.769  0.11
H 13.478 7.956 8.903  0.10